w) The following is a DFT calculation (ωB97M-V with the def2-TZVPD basis set) of C2H6NO3 as an isolated structure.

ORCA input file:
```
! wB97M-V def2-TZVPD RIJCOSX def2/J DEFGRID3
* xyz -1 1
O -0.10840 1.26757 -1.86490
O -0.63179 -1.44563 2.76141
O 1.30228 -0.76123 -2.40010
N -0.41728 0.19839 0.32168
C -0.28355 1.26082 -0.61231
C -0.18191 -0.37414 2.09103
H 1.67639 -0.85872 -1.41374
H -0.57003 0.53662 2.61858
H -0.48344 2.24499 -0.11540
H 0.40548 -0.02966 -2.17743
H -0.73944 -0.77436 0.11566
H 0.92800 -0.31344 1.87693
*
```

HOMO-LUMO gap: 8.55 eV

x) The following is a DFT calculation (ωB97M-V with the def2-TZVPD basis set) of a 2-piece molecular cluster, C2H6NO3 overall.

ORCA input file:
```
! wB97M-V def2-TZVPD RIJCOSX def2/J DEFGRID3
* xyz -1 1
O 0.62888 -0.86981 1.56730
O -0.54946 2.70975 -1.15080
O -0.18542 1.06854 0.71103
N -0.41803 -1.01921 -0.45591
C 0.01909 -0.19221 0.70711
C 0.42005 -2.09146 -0.83247
H 0.39153 2.91849 -0.90015
H 1.06464 -2.11051 0.07190
H -0.62714 1.92537 -0.44484
H 1.08336 -1.77025 -1.65255
H -0.06621 -3.11237 -1.03443
H -0.70696 -0.28211 -1.11653
*
```

HOMO-LUMO gap: 8.99 eV

y) The following is a DFT calculation (ωB97M-V with the def2-TZVPD basis set) of a 2-piece molecular cluster, C2H6NO3 overall.

ORCA input file:
```
! wB97M-V def2-TZVPD RIJCOSX def2/J DEFGRID3
* xyz -1 1
O -0.45828 1.07962 -1.23564
O 3.82400 -0.42979 -0.47624
O 0.94367 -0.54774 -0.53379
N -1.22301 -0.59674 0.12592
C -2.10053 0.30177 0.82003
C -0.16182 0.04949 -0.61832
H -2.61743 0.96417 0.12937
H -0.76139 -1.29990 0.68022
H 4.06141 0.36585 -0.96196
H -2.83989 -0.27224 1.38463
H 2.92195 -0.61722 -0.79522
H -1.58867 1.00272 1.48103
*
```

HOMO-LUMO gap: 8.51 eV

z) The following is a DFT calculation (ωB97M-V with the def2-TZVPD basis set) of a 2-piece molecular cluster, C2H6NO3 overall.

ORCA input file:
```
! wB97M-V def2-TZVPD RIJCOSX def2/J DEFGRID3
* xyz -1 1
O 1.68682 -1.84422 -0.01641
O -2.74531 3.25825 -1.56315
O 2.03282 -0.02343 1.36358
N -0.19359 -0.63232 0.77772
C 1.30106 -0.85067 0.64988
C -0.83780 -0.80317 -0.54919
H -2.77130 3.26350 -0.67680
H -1.92204 -0.51011 -0.64569
H -0.37403 0.34590 0.98158
H -0.84162 -1.87980 -0.82005
H -0.30509 -0.34458 -1.46291
H -3.00504 2.34948 -1.69658
*
```

HOMO-LUMO gap: 7.17 eV

Stability, highest: y)

w) The following is a DFT calculation (ωB97M-V with the def2-TZVPD basis set) of one molecule with the formula C4H7N3O.

ORCA input file:
```
! wB97M-V def2-TZVPD RIJCOSX def2/J DEFGRID3
* xyz 0 1
O 1.58317 -0.55450 1.28849
N -0.47928 0.32596 -0.31613
N -0.91267 -0.91993 -0.64863
N -2.39278 0.11771 0.72247
C 0.84416 0.70143 -0.60375
C -2.05058 -0.95276 -0.02935
C -1.32618 0.95050 0.45118
C 1.81292 -0.42948 -0.11820
H -2.61053 -1.93077 -0.13328
H 2.75749 0.13743 -0.19509
H 0.39256 -0.52489 1.21458
H 0.98054 1.66881 -0.12461
H -1.25422 2.07822 0.75929
H 1.71666 -1.38505 -0.60819
H 0.93872 0.71732 -1.65876
*
```

HOMO-LUMO gap: 11.20 eV

x) The following is a DFT calculation (ωB97M-V with the def2-TZVPD basis set) of one molecule with the formula C4H7N3O.

ORCA input file:
```
! wB97M-V def2-TZVPD RIJCOSX def2/J DEFGRID3
* xyz 0 1
O -0.70515 1.98269 0.02385
N -2.89760 -0.73924 -0.09138
N -0.40450 -0.75720 0.23093
N 0.78106 -0.31217 -0.39238
C -1.63679 1.22716 -0.01330
C 2.04648 -0.57369 -0.02206
C 1.60427 0.83606 0.07023
C -1.62069 -0.26286 0.04049
H 2.37455 -0.98541 1.05904
H -0.29329 -1.81555 0.26241
H -2.86902 -1.78746 -0.13608
H 2.70200 -0.91560 -0.94882
H 1.50202 1.13983 1.14300
H -2.59932 1.52762 -0.37309
H 2.01598 1.43582 -0.85284
*
```

HOMO-LUMO gap: 8.65 eV

Stability, highest: w)

w) The following is a DFT calculation (ωB97M-V with the def2-TZVPD basis set) of one molecule with the formula C4H7N3O.

ORCA input file:
```
! wB97M-V def2-TZVPD RIJCOSX def2/J DEFGRID3
* xyz 0 1
O 1.16977 0.76678 1.30710
N 2.23656 -0.99452 -0.61044
N 0.88168 -0.61766 -0.53689
N -0.81353 -1.75126 -2.04963
C -1.93221 0.88540 1.00577
C -0.36826 -1.05272 -1.21334
C -0.90291 0.59365 -0.05258
C 0.45509 0.37411 0.25681
H 2.00252 0.25445 1.29439
H -1.87858 1.91748 1.36697
H 2.67591 -0.48436 -1.37611
H 2.27697 -1.98093 -0.85652
H -2.92999 0.73683 0.58733
H -1.05262 1.13640 -0.98468
H -1.82040 0.21633 1.86185
*
```

HOMO-LUMO gap: 7.94 eV

x) The following is a DFT calculation (ωB97M-V with the def2-TZVPD basis set) of a 2-piece molecular cluster, C4H7N3O overall.

ORCA input file:
```
! wB97M-V def2-TZVPD RIJCOSX def2/J DEFGRID3
* xyz 0 1
O 1.90545 1.52770 1.72726
N -1.60323 -0.87550 1.03435
N 1.72386 -0.30771 0.32360
N -1.20545 -0.00020 0.28875
C -0.62057 1.99614 -1.24622
C 1.94730 -1.62174 -0.29127
C -0.78368 0.71932 -0.53720
C 1.86914 0.63913 0.99070
H -0.87462 2.69894 -0.43426
H 1.55409 -2.46245 0.31972
H 1.32970 -1.71138 -1.19422
H -1.47096 -1.83204 0.67599
H -1.29984 2.06026 -2.17934
H 2.90798 -1.83750 -0.46196
H 0.38396 2.02392 -1.66914
*
```

HOMO-LUMO gap: 8.33 eV

Stability, highest: x)

w) The following is a DFT calculation (ωB97M-V with the def2-TZVPD basis set) of one molecule with the formula C3H8N2S3.

ORCA input file:
```
! wB97M-V def2-TZVPD RIJCOSX def2/J DEFGRID3
* xyz 0 1
S -0.44947 -0.80683 0.75693
S -1.54710 -0.05400 -2.29346
S -0.86787 -1.69090 -1.40693
N -3.09410 -0.07273 -1.70271
N -0.47105 0.77643 0.62424
C 1.82363 0.10046 1.25835
C 0.92465 1.25406 0.69392
C 1.31030 -1.16249 0.64613
H -3.74561 -0.11612 -2.53393
H 1.26090 1.51792 -0.36370
H 2.80838 0.55470 1.03526
H 0.83601 2.16922 1.34080
H 1.53905 -2.15109 1.21165
H 1.53598 -1.06064 -0.50804
H 1.51271 0.04969 2.30340
H -3.37639 0.69234 -1.06192
*
```

HOMO-LUMO gap: 7.84 eV

x) The following is a DFT calculation (ωB97M-V with the def2-TZVPD basis set) of one molecule with the formula C3H8N2S3.

ORCA input file:
```
! wB97M-V def2-TZVPD RIJCOSX def2/J DEFGRID3
* xyz 0 1
S 2.33101 -1.04833 -0.16800
S -0.83686 -1.91437 -0.04567
S -2.90099 0.66526 0.03381
N -1.19614 0.77838 0.00290
N 1.04845 0.04814 0.23174
C 1.69754 2.38957 -0.46168
C 1.41127 1.39759 0.64133
C -0.29367 -0.33474 0.06581
H 2.34469 3.19055 0.03204
H -0.87659 1.57395 -0.58214
H 0.84050 2.79502 -0.96409
H -3.01836 -0.33282 -0.83994
H 2.31224 1.27584 1.21692
H 0.65073 1.75573 1.33543
H 2.14967 -1.96755 0.78962
H 2.24952 1.96834 -1.22510
*
```

HOMO-LUMO gap: 8.95 eV

Stability, highest: x)

w) The following is a DFT calculation (ωB97M-V with the def2-TZVPD basis set) of C5H10S as an isolated structure.

ORCA input file:
```
! wB97M-V def2-TZVPD RIJCOSX def2/J DEFGRID3
* xyz 0 1
S 1.19490 1.53604 -1.16982
C -0.94732 -0.04226 -0.14810
C -1.45670 -1.22846 -0.76301
C 1.69731 -0.25860 0.95647
C -1.41980 1.02594 0.40269
C 0.96691 -0.02539 -0.31426
H -0.67178 -1.46172 -1.48056
H -0.76292 1.83403 0.81518
H -2.51604 -1.22397 -1.17584
H 2.78636 -0.18472 0.72005
H 1.33763 0.54961 1.72222
H 0.95867 -0.76204 -1.14903
H 1.36059 -1.33835 1.27435
H -1.35759 -1.88017 0.07941
H 1.31004 2.14650 -0.04429
H -2.48026 1.31355 0.27454
*
```

HOMO-LUMO gap: 9.24 eV

x) The following is a DFT calculation (ωB97M-V with the def2-TZVPD basis set) of one molecule with the formula C5H10S.

ORCA input file:
```
! wB97M-V def2-TZVPD RIJCOSX def2/J DEFGRID3
* xyz 0 1
S 1.97093 0.03189 -0.31546
C 0.35206 -0.70284 -0.20388
C -0.80387 1.58904 0.19321
C -0.87060 0.06342 0.03653
C -2.22969 -0.46104 -0.60617
C -0.32606 -0.72498 1.15888
H -3.13482 -0.33100 0.05213
H -1.24508 2.03778 1.10397
H 0.24531 1.93885 0.02549
H 2.21931 0.14211 0.91049
H -2.08108 -1.53932 -0.78544
H -1.31456 1.86439 -0.72292
H 0.08974 -0.07578 1.91756
H -0.83485 -1.68029 1.43479
H -2.42855 0.08866 -1.55908
H 0.21873 -1.53720 -0.80099
*
```

HOMO-LUMO gap: 9.92 eV

y) The following is a DFT calculation (ωB97M-V with the def2-TZVPD basis set) of one molecule with the formula C5H10S.

ORCA input file:
```
! wB97M-V def2-TZVPD RIJCOSX def2/J DEFGRID3
* xyz 0 1
S -3.35538 -0.16181 -0.03751
C -1.79967 0.73546 -0.15782
C -0.72416 -0.35911 -0.01872
C 0.73682 0.01529 -0.41687
C 1.69252 0.72999 0.31729
C 2.04177 -0.73488 -0.10824
H 1.51482 0.82102 1.42861
H 0.78789 0.22950 -1.46151
H -1.13990 -1.20278 -0.58656
H -1.84056 1.51689 0.57442
H -0.71510 -0.82061 1.01817
H -1.59773 1.23822 -1.11538
H 2.40684 1.45504 -0.17789
H 2.06915 -1.43597 0.76552
H -2.82043 -1.07650 0.86646
H 2.74312 -0.94977 -0.88997
*
```

HOMO-LUMO gap: 10.02 eV

z) The following is a DFT calculation (ωB97M-V with the def2-TZVPD basis set) of C5H10S as an isolated structure.

ORCA input file:
```
! wB97M-V def2-TZVPD RIJCOSX def2/J DEFGRID3
* xyz 0 1
S 0.34357 1.07050 1.33642
C 1.10809 -0.62335 0.98205
C -0.88803 -0.32961 -2.43031
C 0.00341 -0.84014 -0.02433
C 0.27730 -0.26634 -1.42893
C -1.06093 0.00934 0.63112
H -0.88452 -1.33504 -2.97440
H -0.20178 -1.92677 -0.06718
H 1.04522 -0.88275 -1.96384
H 0.73272 0.74138 -1.46932
H 1.01678 -1.13368 1.94770
H 2.10622 -0.59918 0.62186
H -1.69850 0.61527 -0.02298
H -1.57605 -0.47210 1.47052
H -1.92180 -0.16477 -2.05115
H -0.75445 0.33016 -3.25167
*
```

HOMO-LUMO gap: 9.42 eV

Stability, highest: z)

w) The following is a DFT calculation (ωB97M-V with the def2-TZVPD basis set) of one molecule with the formula C5H10S.

ORCA input file:
```
! wB97M-V def2-TZVPD RIJCOSX def2/J DEFGRID3
* xyz 0 1
S 1.33885 0.06777 -1.12706
C -0.35263 0.19850 -0.43947
C 2.15193 -0.46314 0.40887
C -0.52411 1.69426 0.04553
C -1.51715 -0.68944 -0.99178
C -1.01279 -0.99595 0.43890
H 3.25890 -0.26101 0.15249
H -1.65673 -0.85725 1.25909
H -1.07179 -1.57492 -1.68156
H 1.81778 0.08316 1.27644
H 2.11148 -1.44173 0.76403
H -2.50453 -0.33548 -1.34935
H -0.58889 2.47807 -0.61858
H -0.49835 -1.89923 0.54849
H -1.33761 1.94391 0.71918
H 0.38564 2.05248 0.59479
*
```

HOMO-LUMO gap: 9.54 eV

x) The following is a DFT calculation (ωB97M-V with the def2-TZVPD basis set) of one molecule with the formula C5H10S.

ORCA input file:
```
! wB97M-V def2-TZVPD RIJCOSX def2/J DEFGRID3
* xyz 0 1
S -1.84949 -0.48795 1.57288
C 0.52535 2.18359 -0.43616
C 0.13945 -0.52880 -0.26762
C -0.14753 -1.72872 -1.04345
C 0.12448 0.71475 -0.95169
C 0.06602 -0.49589 1.31390
H 0.51661 0.42309 1.71577
H -0.03699 2.19641 0.70611
H 0.65553 -1.33221 1.65607
H 1.78676 2.28774 -0.35598
H 0.04015 -1.65986 -2.19128
H -0.07454 0.65149 -2.06070
H -1.01697 -2.33244 -0.60491
H -1.56913 -0.24044 3.05922
H 0.26882 2.88988 -1.40933
H 0.57146 -2.54063 -0.70283
*
```

HOMO-LUMO gap: 9.08 eV

Stability, highest: w)